[1]
An isolated molecule of C25H26N4O5 at a distorted geometry. Source: the OMol25 dataset; level of theory: ωB97M-V/def2-TZVPD.

Each line ends with the Löwdin charge.
Atoms and positions in Å:
C: 2.834 4.584 -0.678  -0.0439
C: 1.727 3.579 -0.712  -0.2799
C: 1.932 2.307 -1.232  -0.0518
C: 0.928 1.358 -1.197  -0.0272
C: -0.319 1.678 -0.667  -0.1369
C: -0.546 2.964 -0.190  0.0024
C: 0.474 3.894 -0.197  -0.0278
H: 0.300 4.881 0.205  0.1164
H: -1.519 3.217 0.203  0.1183
C: -1.413 0.669 -0.671  -0.3997
O: -2.524 0.891 -1.107  0.0786
N: -1.012 -0.527 -0.135  0.1620
C: -1.588 -1.780 -0.268  -0.1109
C: -0.831 -2.906 -0.281  0.0669
C: 0.586 -2.981 -0.148  -0.2256
C: 1.403 -4.088 0.019  0.0111
C: 2.708 -3.605 0.151  0.0103
C: 2.632 -2.225 0.074  -0.2100
C: 3.688 -1.242 0.151  -0.0522
C: 4.940 -1.629 -0.355  -0.0110
C: 6.013 -0.769 -0.396  -0.0543
C: 5.878 0.536 0.068  -0.0586
C: 4.676 0.937 0.601  -0.0005
C: 3.584 0.067 0.669  -0.0877
N: 2.437 0.574 1.362  -0.3184
O: 1.511 -0.176 1.620  0.0864
O: 2.454 1.742 1.704  0.0805
H: 4.550 1.933 0.997  0.1195
H: 6.708 1.222 0.021  0.1087
H: 6.954 -1.105 -0.802  0.1106
H: 5.041 -2.628 -0.749  0.1163
O: 1.348 -1.866 -0.132  0.0359
H: 3.591 -4.186 0.326  0.1154
H: 1.083 -5.109 0.054  0.1152
H: -1.349 -3.848 -0.374  0.1302
C: -3.075 -1.971 -0.367  -0.4433
O: -3.541 -2.925 -0.962  0.0648
N: -3.814 -1.103 0.351  0.0766
C: -5.256 -1.122 0.306  -0.1379
H: -5.531 -2.060 -0.181  0.1176
H: -5.645 -1.126 1.328  0.1141
C: -5.848 0.068 -0.486  -0.1795
N: -6.128 1.274 0.258  -0.2831
C: -4.963 1.935 0.798  -0.1078
H: -5.231 2.960 1.060  0.0851
H: -4.568 1.448 1.705  0.0867
H: -4.187 1.962 0.035  0.0616
C: -7.192 1.158 1.226  -0.1136
H: -8.052 0.678 0.761  0.0838
H: -7.483 2.159 1.545  0.0820
H: -6.915 0.585 2.125  0.0774
H: -6.788 -0.253 -0.942  0.1154
H: -5.149 0.325 -1.286  0.1190
H: -3.381 -0.268 0.710  0.1120
H: -0.071 -0.539 0.252  0.1042
H: 1.105 0.371 -1.603  0.1210
H: 2.894 2.050 -1.654  0.1140
H: 3.636 4.308 -1.360  0.0766
H: 3.242 4.635 0.332  0.0843
H: 2.468 5.573 -0.941  0.0805

- ΔE to the lowest compared entry with this formula, charge and spin (kcal/mol) = 72.3


[2]
An isolated molecule of C3H6O3. Source: the OMol25 dataset; level of theory: ωB97M-V/def2-TZVPD.

Each line ends with the Löwdin charge.
Atoms and positions in Å:
O: -1.714 0.704 -0.133  -0.0689
C: -1.205 -0.530 0.303  -0.2290
C: 0.273 -0.565 -0.087  -0.4652
O: 0.469 -0.116 -1.373  -0.1878
C: 0.989 0.601 0.502  0.0105
O: 2.128 0.912 0.015  0.1346
H: -1.263 0.829 -0.990  0.0851
H: -1.719 -1.382 -0.166  0.1244
H: -1.349 -0.602 1.389  0.1241
H: 0.739 -1.539 0.167  0.1549
H: 2.066 0.382 -0.857  0.1565
H: 0.585 1.306 1.230  0.1609

- ΔE to the lowest compared entry with this formula, charge and spin (kcal/mol) = 84.3


[3]
A structure of composition C18H21BF4IrN2O3P at a distorted geometry. Source: the OMol25 dataset; level of theory: ωB97M-V/def2-TZVPD.

Each line ends with the Löwdin charge.
Atoms and positions in Å:
Ir: 5.119 12.999 8.684  1.2322
C: 5.701 7.278 8.059  -0.0162
O: 5.261 8.561 8.587  -0.0250
C: 5.693 9.182 9.704  -0.1602
C: 6.494 8.708 10.745  0.0243
C: 6.320 9.136 12.081  -0.0334
C: 5.590 10.237 12.383  0.0134
C: 4.974 10.885 11.284  -0.1716
C: 4.489 12.187 11.496  -0.0486
N: 4.801 13.184 10.601  -0.2202
N: 4.912 14.415 11.100  0.1126
C: 5.262 15.278 10.192  -0.4436
O: 5.535 15.012 8.952  -0.1783
C: 5.393 16.673 10.630  -0.1502
C: 4.747 17.196 11.773  -0.0347
C: 5.015 18.490 12.124  -0.0818
C: 5.927 19.270 11.346  -0.0951
C: 6.533 18.770 10.231  -0.0912
C: 6.249 17.459 9.869  -0.0209
C: 5.076 10.451 9.947  -0.2546
O: 4.567 11.118 8.919  -0.2151
H: 4.977 6.978 7.243  0.1106
H: 5.699 6.481 8.825  0.0967
H: 6.687 7.370 7.561  0.1040
H: 7.216 7.901 10.534  0.1351
H: 6.971 8.666 12.802  0.1189
H: 5.516 10.601 13.440  0.1508
H: 4.252 12.596 12.491  0.1287
H: 4.104 16.513 12.327  0.1108
H: 4.493 18.977 12.979  0.1125
H: 6.100 20.317 11.692  0.1122
H: 7.326 19.388 9.800  0.1110
H: 6.703 17.076 8.947  0.1219
C: 5.579 11.010 5.712  -0.2246
P: 5.711 12.665 6.533  0.6377
C: 4.655 13.835 5.673  -0.2885
C: 7.424 13.236 6.211  -0.2335
H: 5.901 11.046 4.660  0.0497
H: 4.552 10.630 5.710  0.0473
H: 6.193 10.272 6.239  0.0371
H: 4.816 13.816 4.570  0.0604
H: 4.940 14.776 6.101  0.0241
H: 3.588 13.684 5.881  0.0468
H: 7.404 13.282 5.118  0.0413
H: 8.128 12.477 6.488  0.0321
H: 7.634 14.203 6.730  0.0691
F: 8.674 12.859 8.820  0.0896
B: 8.542 11.720 9.635  -1.1462
F: 7.395 12.001 10.558  0.0101
F: 9.655 11.443 10.427  0.1191
F: 8.124 10.601 8.853  0.0735

- ⟨S²⟩ = 6.0391
- multiplicity = 5
- ΔE to the lowest compared entry with this formula, charge and spin (kcal/mol) = 5.2